Version 1
{"formula": "C3H9NS2", "method": "wB97M-V/def2-TZVPD", "homo_lumo_gap_ev": 5.55, "species": ["S", "S", "C", "C", "C", "N", "H", "H", "H", "H", "H", "H", "H", "H", "H"], "xyz": [[-4.12543, 0.61541, 0.00923], [3.12398, 0.28966, 0.56259], [1.56104, 0.20366, -0.26242], [0.45422, -0.86239, 0.20871], [-1.00646, -0.37444, 0.08618], [-1.20579, 1.08331, 0.38542], [3.49852, -1.18807, -0.74963], [1.61137, 0.19420, -1.36963], [1.20586, 1.22903, -0.01058], [0.58369, -0.98357, 1.28960], [0.80523, -1.69991, -0.36510], [-1.50906, -0.77089, 0.94087], [-1.42491, -0.57271, -0.90352], [-2.23234, 1.15298, 0.60918], [-1.33990, 1.68373, -0.43090]]}

Version 2
{"formula": "C3H9NS2", "method": "wB97M-V/def2-TZVPD", "homo_lumo_gap_ev": 7.50, "smiles": "C[C@H](N)CSS", "species": ["C", "C", "N", "C", "S", "S", "H", "H", "H", "H", "H", "H", "H", "H", "H"], "xyz": [[2.32152, -1.04192, -1.39772], [1.19524, -0.01074, -1.65720], [1.51097, 1.36059, -1.26671], [-0.12311, -0.55235, -1.23741], [-0.45406, -0.35292, 0.63262], [-2.01675, 0.51175, 2.09012], [2.97755, -0.89620, -2.31730], [1.92294, -2.14718, -1.39670], [3.02616, -0.79170, -0.48741], [0.79863, 0.22706, -2.76783], [0.96902, 1.92010, -0.62109], [2.43958, 1.66469, -0.87749], [-0.47994, -1.62251, -1.30027], [-1.07086, 0.01034, -1.64406], [-1.98892, -0.80000, 2.46920]]}

Version 3
{"formula": "C3H9NS2", "method": "wB97M-V/def2-TZVPD", "homo_lumo_gap_ev": 8.56, "smiles": "C=CN.CSS", "species": ["C", "C", "N", "H", "H", "H", "H", "H", "C", "S", "S", "H", "H", "H", "H"], "xyz": [[-0.03859, 0.05560, 1.29991], [1.22536, -0.44655, 1.22353], [1.61714, -1.58003, 2.07716], [-0.66166, -0.36367, 1.95020], [-0.53771, 0.87509, 0.65216], [2.03233, -0.26080, 0.44967], [2.37699, -2.03615, 1.55959], [2.07089, -1.29866, 2.90822], [-0.46745, 1.28386, -1.86703], [-0.94006, -0.43279, -2.31524], [-2.68403, -0.87154, -1.33311], [-0.31497, 1.66429, -2.88121], [0.58088, 1.20741, -1.48741], [-1.00953, 1.84587, -1.20243], [-3.24960, 0.35808, -1.03402]]}

It is version 3 that is the most stable of them.

Version 1
{"formula": "C3H9NS2", "method": "wB97M-V/def2-TZVPD", "homo_lumo_gap_ev": 8.67, "smiles": "C=NC.CSS", "species": ["C", "N", "C", "H", "H", "H", "H", "H", "C", "S", "S", "H", "H", "H", "H"], "xyz": [[2.94593, -0.39211, 0.61179], [3.99682, -0.48505, 1.30014], [3.89654, -1.45671, 2.42250], [2.78042, 0.47441, -0.02694], [2.15533, -1.16208, 0.57656], [3.22093, -1.13871, 3.22270], [3.54463, -2.40897, 2.00760], [4.88831, -1.58492, 2.84395], [-4.51642, 1.77262, -1.95150], [-4.64554, 0.05891, -1.36809], [-2.67585, -0.61045, -1.69311], [-4.48765, 1.77353, -3.04617], [-5.32819, 2.36364, -1.53928], [-3.56662, 2.16265, -1.58732], [-2.20863, 0.63324, -1.77283]]}

Version 2
{"formula": "C3H9NS2", "method": "wB97M-V/def2-TZVPD", "homo_lumo_gap_ev": 8.40, "smiles": "C=CN.CSS", "species": ["C", "C", "N", "H", "H", "H", "H", "H", "C", "S", "S", "H", "H", "H", "H"], "xyz": [[-0.28332, 2.33501, 0.62116], [-1.01156, 1.18657, 0.98263], [-2.04225, 0.45888, 0.32220], [-0.71336, 2.89998, -0.22185], [0.55743, 2.78833, 1.22861], [-0.46046, 0.67107, 1.75048], [-2.34321, 1.05206, -0.53831], [-2.90019, 0.35142, 0.95522], [1.74194, -2.12167, -0.05261], [-0.11343, -2.18071, -0.53958], [-0.05552, -0.77324, -2.18846], [2.36584, -2.99656, -0.00200], [1.78376, -1.37939, 0.81612], [2.21749, -1.60239, -0.88240], [1.25687, -0.68937, -2.25120]]}

It is version 1 that is the most stable of them.

Version 1
{"formula": "C4H10O3", "method": "wB97M-V/def2-TZVPD", "homo_lumo_gap_ev": 10.22, "smiles": "C[C@@H](O)CC=O.O", "species": ["C", "C", "O", "C", "C", "O", "H", "H", "H", "H", "H", "H", "H", "H", "O", "H", "H"], "xyz": [[-1.93198, -0.63361, -1.01637], [-1.12101, 0.24105, -0.03176], [0.00984, -0.47466, 0.51881], [-0.60197, 1.68997, -0.42343], [-1.18992, 1.99955, -1.78465], [-2.31422, 2.36780, -2.10619], [-1.47915, -0.70109, -1.99139], [-2.97298, -0.38776, -1.21944], [-1.95994, -1.60906, -0.58841], [-1.72894, 0.36985, 0.86963], [0.29588, -0.12076, 1.40782], [-0.66580, 2.41326, 0.40041], [0.51396, 1.44614, -0.58645], [-0.36446, 2.12706, -2.44931], [5.31257, -3.11051, 2.74041], [4.74005, -3.46046, 3.42083], [5.45809, -2.15677, 2.83947]]}

Version 2
{"formula": "C4H10O3", "method": "wB97M-V/def2-TZVPD", "homo_lumo_gap_ev": 10.85, "smiles": "COC[C@@H](O)CO", "species": ["C", "O", "C", "C", "O", "C", "O", "H", "H", "H", "H", "H", "H", "H", "H", "H", "H"], "xyz": [[2.68957, 0.62761, 0.13340], [1.48814, -0.10104, 0.39605], [0.35411, -0.31489, -0.61861], [-0.82345, -0.58356, 0.34340], [-0.63003, 0.55103, 1.16806], [-2.29218, -0.62915, -0.16311], [-2.67595, 0.58283, -0.76359], [3.47175, 0.36236, 0.86946], [2.55017, 1.71639, 0.19803], [3.06336, 0.35374, -0.85131], [0.04026, 0.56791, -1.21028], [0.75810, -1.10323, -1.23981], [-0.65790, -1.52739, 0.88736], [0.41386, 0.52907, 1.19022], [-2.94003, -0.85109, 0.70898], [-2.48543, -1.43432, -0.88840], [-2.32434, 1.25373, -0.15985]]}

It is version 1 that is the most stable of them.